This record from OMol25 describes a single C6H2Cl2N4 molecule at a distorted geometry. The level of theory is ωB97M-V with the def2-TZVPD basis set.

HOMO level ... -9.54 eV
Orbital gap ... 7.883 eV
LUMO level ... -0.06087 Eh
ΔE to the lowest compared entry with this formula, charge and spin ... 0.0 kJ/mol
Strongest force on any atom ... 2.99 eV/Å
E_tot ... -1369.1330 hartree

```
! wB97M-V def2-TZVPD RIJCOSX def2/J DEFGRID3
* xyz 0 1
C 1.9524 2.1767 0.0079
C -2.0628 0.0452 -1.7691
C 0.6319 -1.0093 1.3236
C -0.4901 -1.6696 0.9415
C 0.8848 1.2787 0.3435
C -1.1135 -0.7023 -1.0348
N 2.8339 2.9072 -0.0419
N -2.6010 0.7528 -2.4944
N 1.1878 0.1146 0.7982
N -1.3832 -1.1085 0.1304
Cl -0.5910 2.1303 0.3142
Cl 0.3900 -0.9387 -1.9975
H 1.3340 -1.5839 1.9173
H -0.9733 -2.3931 1.5610
*
```